Record 1
# C20H28N4O2S

One molecule with the formula C20H28N4O2S at a distorted geometry (ωB97M-V/def2-TZVPD, the Open Molecules 2025 dataset).

**HOMO-LUMO gap**: 9.547 eV
**Highest occupied orbital energy**: -8.96 eV
**Net charge**: 0
**Energy relative to the best compared isomer or geometry (same formula, charge and spin)**: 0.731 eV
**E_tot**: -1546.6470 Eh
**SMILES**: CCC(CC)c1nnc(NC(=O)[C@@H](NC(=O)c2cccc(C)c2)C(C)C)s1

Last column: Mulliken charge in e.
Positions of all 55 atoms, in Å:
1 C -3.605 -2.484 -4.164  -1.167
2 C -3.069 -1.059 -4.229  -0.760
3 H -2.076 -1.061 -4.678  0.346
4 H -3.728 -0.449 -4.851  0.403
5 C -2.976 -0.416 -2.839  0.329
6 C -1.989 -1.146 -2.001  0.278
7 N -0.772 -1.368 -2.333  -0.817
8 N -0.048 -1.983 -1.411  -0.100
9 C -0.697 -2.232 -0.327  0.283
10 N -0.177 -2.805 0.805  0.160
11 C 1.038 -2.568 1.398  -0.496
12 O 1.297 -3.081 2.463  -0.660
13 C 1.955 -1.554 0.719  -0.138
14 N 1.859 -0.347 1.523  0.019
15 C 0.778 0.463 1.450  0.234
16 O -0.103 0.302 0.622  -0.500
17 C 0.763 1.597 2.414  0.570
18 C 0.154 2.780 2.008  -0.515
19 C 0.084 3.879 2.850  0.739
20 C 0.628 3.772 4.126  -0.578
21 C 1.215 2.592 4.548  -0.823
22 C 1.287 1.502 3.700  -0.676
23 H 1.716 0.577 4.058  0.480
24 H 1.614 2.520 5.549  0.392
25 H 0.580 4.618 4.797  0.416
26 C -0.547 5.157 2.391  -1.428
27 H -1.049 5.659 3.215  0.390
28 H 0.218 5.830 2.003  0.292
29 H -1.266 4.969 1.598  0.358
30 H -0.268 2.823 1.014  0.436
31 H 2.497 -0.263 2.299  0.399
32 H 1.586 -1.322 -0.283  0.660
33 C 3.395 -2.068 0.643  0.664
34 C 3.423 -3.362 -0.166  -1.593
35 H 2.845 -4.138 0.331  0.388
36 H 3.001 -3.196 -1.155  0.330
37 H 4.445 -3.715 -0.277  0.474
38 C 4.298 -1.017 0.004  -1.553
39 H 3.979 -0.825 -1.017  0.343
40 H 5.327 -1.369 -0.016  0.450
41 H 4.266 -0.080 0.555  0.339
42 H 3.737 -2.280 1.663  0.324
43 H -0.829 -3.321 1.386  0.299
44 S -2.382 -1.739 -0.393  -0.317
45 H -3.954 -0.469 -2.350  0.403
46 C -2.545 1.057 -2.937  -0.722
47 C -2.478 1.734 -1.573  -0.820
48 H -2.229 2.787 -1.691  0.443
49 H -1.719 1.272 -0.945  0.035
50 H -3.437 1.665 -1.061  0.296
51 H -1.565 1.099 -3.414  0.352
52 H -3.260 1.583 -3.573  0.374
53 H -3.689 -2.903 -5.163  0.395
54 H -2.937 -3.116 -3.584  0.270
55 H -4.589 -2.504 -3.699  0.296

---

Record 2
# C5H13NO

One molecule with the formula C5H13NO at a distorted geometry (ωB97M-V/def2-TZVPD, the Open Molecules 2025 dataset).

**HOMO-LUMO gap**: 8.846 eV
**Highest occupied orbital energy**: -7.91 eV
**Net charge**: 0
**Energy relative to the best compared isomer or geometry (same formula, charge and spin)**: 3.309 eV
**E_tot**: -328.1972 Eh
**SMILES**: C[C@H](CO)N(C)C

Last column: Mulliken charge in e.
Positions of all 20 atoms, in Å:
1 C 1.313 -0.515 -1.751  -0.826
2 N 0.192 -0.449 -0.844  0.167
3 C -0.362 -1.726 -0.457  -0.873
4 C 1.012 0.698 1.464  -1.195
5 C 0.017 0.543 0.256  -0.177
6 C -1.501 0.794 0.761  -0.677
7 O -2.079 1.656 -0.229  -0.530
8 H 1.212 0.482 -2.071  0.350
9 H 1.303 -1.329 -2.606  0.267
10 H 2.367 -0.565 -1.343  0.270
11 H 0.166 -2.162 0.455  0.261
12 H -1.435 -1.678 -0.202  0.244
13 H -0.131 -2.478 -1.270  0.317
14 H 2.046 0.746 1.010  0.292
15 H 0.983 -0.266 2.066  0.235
16 H 0.812 1.537 2.107  0.449
17 H 0.227 1.411 -0.285  0.322
18 H -1.237 1.520 1.504  0.400
19 H -1.967 -0.057 1.277  0.404
20 H -2.938 1.838 0.160  0.300

---

Record 3
# C17H44N10O15S2

A 9-piece molecular cluster, C17H44N10O15S2 overall at a distorted geometry (ωB97M-V/def2-TZVPD, the Open Molecules 2025 dataset).

**HOMO-LUMO gap**: 9.811 eV
**Highest occupied orbital energy**: -9.50 eV
**Net charge**: 0
**E_tot**: -3146.6511 Eh
**SMILES**: O=S1(=O)OCCO1.O=S1(=O)OCCO1.C1CCOC1.C1CCOC1.NC(N)=O.NC(N)=O.NC(N)=O.NC(N)=O.NC(N)=O

Last column: Mulliken charge in e.
Positions of all 88 atoms, in Å:
1 C 1.155 -6.989 -1.782  0.649
2 O 0.223 -7.141 -1.063  -0.619
3 N 1.668 -7.994 -2.463  -0.463
4 N 1.912 -5.913 -1.894  -0.322
5 H 2.351 -7.908 -3.200  0.182
6 H 1.029 -8.768 -2.349  0.248
7 H 2.819 -6.003 -2.326  0.161
8 H 1.431 -5.054 -1.671  0.280
9 C -2.980 2.511 0.284  0.591
10 O -1.820 2.229 0.273  -0.363
11 N -3.686 2.871 1.369  -0.411
12 N -3.698 2.648 -0.774  -0.285
13 H -4.525 3.426 1.443  0.169
14 H -3.068 2.665 2.144  0.313
15 H -3.610 2.179 -1.663  0.071
16 H -4.571 3.112 -0.572  0.111
17 C -3.561 -1.570 2.130  0.536
18 O -4.389 -2.470 1.862  -0.765
19 N -2.671 -1.721 3.030  -0.267
20 N -3.474 -0.409 1.549  -0.108
21 H -2.866 -2.391 3.760  0.244
22 H -2.093 -0.923 3.253  0.156
23 H -3.037 0.324 2.089  -0.264
24 H -4.288 -0.108 1.034  0.214
25 C -1.387 1.498 4.104  0.767
26 O -1.819 2.455 3.393  -0.849
27 N -0.498 0.616 3.733  0.104
28 N -1.777 1.396 5.339  -0.406
29 H 0.171 1.071 3.126  -0.369
30 H -0.050 -0.153 4.210  0.239
31 H -2.478 2.031 5.691  0.254
32 H -1.535 0.620 5.938  0.158
33 C 2.424 2.296 2.015  0.530
34 O 1.817 2.329 3.120  -0.781
35 N 1.869 2.183 0.852  0.035
36 N 3.702 2.343 2.011  -0.408
37 H 0.859 2.202 0.874  0.019
38 H 2.278 2.706 0.091  0.115
39 H 4.245 2.172 1.178  0.169
40 H 4.245 2.263 2.858  0.280
41 C -0.324 -0.421 0.049  1.820
42 C -0.233 0.011 -1.430  0.308
43 O -0.481 -1.086 -2.281  -0.443
44 S -0.205 -2.498 -1.404  1.274
45 O 1.151 -3.003 -1.757  -0.739
46 O -1.269 -3.402 -1.617  -0.636
47 O -0.364 -1.744 0.054  -0.279
48 H -1.278 -0.049 0.423  -0.817
49 H 0.495 -0.028 0.652  -0.449
50 H 0.655 0.614 -1.621  -0.061
51 H -1.073 0.655 -1.688  0.035
52 C -3.758 -1.501 -1.600  -0.455
53 C -3.777 -2.103 -2.999  -0.221
54 O -4.285 -1.028 -3.802  -0.403
55 S -4.026 0.483 -3.092  0.955
56 O -5.262 1.060 -2.515  -0.529
57 O -3.068 1.375 -3.837  -0.543
58 O -3.197 -0.213 -1.861  0.053
59 H -3.139 -1.999 -0.854  0.240
60 H -4.787 -1.481 -1.240  0.304
61 H -4.297 -3.055 -3.110  0.387
62 H -2.733 -2.247 -3.278  0.197
63 C 4.526 -1.958 1.119  -0.806
64 C 4.211 -1.354 2.403  -0.437
65 C 2.699 -1.548 2.622  -0.287
66 O 2.302 -1.314 1.287  -0.031
67 C 3.272 -1.655 0.258  -0.287
68 H 4.616 -3.037 1.248  0.320
69 H 5.470 -1.615 0.697  0.387
70 H 4.524 -0.311 2.461  0.042
71 H 4.692 -1.793 3.278  0.435
72 H 2.111 -0.820 3.182  0.034
73 H 2.322 -2.545 2.852  0.278
74 H 3.379 -0.829 -0.445  0.253
75 H 2.990 -2.620 -0.162  0.147
76 C 1.169 3.969 -2.624  0.191
77 C 1.622 5.444 -2.416  -0.693
78 C 3.111 5.402 -2.649  -0.484
79 O 3.588 4.036 -2.581  -0.480
80 C 2.467 3.168 -2.986  -0.344
81 H 0.456 3.913 -3.447  0.479
82 H 0.677 3.598 -1.725  -0.291
83 H 1.472 5.773 -1.388  0.284
84 H 1.049 6.106 -3.065  0.306
85 H 3.571 6.121 -1.972  0.349
86 H 3.455 5.705 -3.639  0.294
87 H 2.552 2.222 -2.451  0.001
88 H 2.636 2.968 -4.045  0.431

---

Record 4
# C4H2FNOS

One molecule with the formula C4H2FNOS at a distorted geometry (ωB97M-V/def2-TZVPD, the Open Molecules 2025 dataset).

**HOMO-LUMO gap**: 7.484 eV
**Highest occupied orbital energy**: -8.61 eV
**Net charge**: 0
**Energy relative to the best compared isomer or geometry (same formula, charge and spin)**: 0.883 eV
**E_tot**: -781.5957 Eh
**SMILES**: Fc1cocnc1=S

Last column: Mulliken charge in e.
Positions of all 10 atoms, in Å:
1 C 0.027 -0.194 -0.995  0.608
2 C -1.230 -0.074 -0.494  -0.227
3 C -0.163 0.345 1.532  0.093
4 C 1.199 0.090 -0.317  -0.075
5 H -2.107 -0.223 -1.074  0.430
6 H -0.424 0.360 2.590  0.366
7 N 1.032 0.195 1.087  -0.365
8 O -1.354 0.269 0.761  -0.344
9 F 0.166 -0.889 -2.162  -0.264
10 S 2.855 0.122 -0.928  -0.221

---

Record 5
# C9H14

A 2-piece molecular cluster, C9H14 overall at a distorted geometry (ωB97M-V/def2-TZVPD, the Open Molecules 2025 dataset).

**HOMO-LUMO gap**: 10.205 eV
**Highest occupied orbital energy**: -9.16 eV
**Net charge**: 0
**Energy relative to the best compared isomer or geometry (same formula, charge and spin)**: 0.446 eV
**E_tot**: -351.3138 Eh
**SMILES**: Cc1ccccc1.CC

Last column: Mulliken charge in e.
Positions of all 23 atoms, in Å:
1 C 0.144 -1.948 -2.121  -1.271
2 C -1.112 1.256 -0.443  -0.534
3 C -1.051 -0.084 -0.892  -0.599
4 C -0.141 2.158 -0.791  -0.419
5 C 0.014 -0.497 -1.683  0.946
6 C 0.911 1.730 -1.585  -0.416
7 C 0.976 0.397 -2.029  -0.475
8 H -1.969 1.507 0.179  0.396
9 H -1.811 -0.740 -0.608  0.429
10 H -0.161 3.177 -0.386  0.363
11 H 1.661 2.451 -1.881  0.368
12 H 0.808 -1.972 -2.976  0.367
13 H -0.877 -2.299 -2.401  0.329
14 H 1.816 0.099 -2.674  0.273
15 H 0.474 -2.664 -1.287  0.231
16 C -0.280 0.346 2.902  -0.700
17 C 0.382 -1.000 2.518  -0.737
18 H 0.245 0.829 3.704  0.349
19 H -0.226 0.990 2.067  0.113
20 H -1.334 0.138 3.234  0.237
21 H -0.230 -1.401 1.646  0.100
22 H 0.405 -1.694 3.319  0.380
23 H 1.354 -0.779 2.190  0.270

---

Record 6
# C2H2N2O

One molecule with the formula C2H2N2O at a distorted geometry (ωB97M-V/def2-TZVPD, the Open Molecules 2025 dataset).

**HOMO-LUMO gap**: 9.354 eV
**Highest occupied orbital energy**: -10.09 eV
**Net charge**: 0
**Energy relative to the best compared isomer or geometry (same formula, charge and spin)**: 3.423 eV
**E_tot**: -262.0381 Eh
**SMILES**: N#CCN=O

Last column: Mulliken charge in e.
Positions of all 7 atoms, in Å:
1 C 0.809 -0.369 0.881  0.104
2 C -0.395 -0.012 0.094  -0.067
3 N 1.671 -0.319 1.619  -0.322
4 N 0.082 0.581 -1.120  -0.010
5 O -0.291 0.094 -2.147  -0.269
6 H -0.992 -0.933 0.026  0.342
7 H -0.884 0.957 0.647  0.222

---

Q: Number 6 is which compound?
A: C2H2N2O